An isolated molecule of C2H4N4O2 at a distorted geometry, computed with ωB97M-V with the def2-TZVPD basis set.

Last column: natural (NBO) charge in e.
Cartesian coordinates (Å):
C -0.562 -0.084 -0.378  0.544
C 1.039 -0.812 -1.546  0.829
H -1.625 0.564 1.078  0.375
H -1.836 1.309 -0.466  0.403
H 0.623 0.042 2.361  0.374
H 0.247 1.283 1.251  0.356
N -1.770 0.410 0.030  -0.761
N -0.023 0.116 -1.523  -0.544
N 0.197 -0.738 0.578  -0.037
N 0.754 0.329 1.402  -0.645
O 1.633 -1.193 -2.509  -0.544
O 1.323 -1.227 -0.279  -0.351

Summary:
- electronic energy (eV) = -12191.736
- SMILES = Nc1nc(=O)on1N
- HOMO (eV) = -10.38

A cluster of 4 separate species, C12H24O12S2 in total at a distorted geometry, computed with ωB97M-V with the def2-TZVPD basis set.

Last column: natural (NBO) charge in e.
Cartesian coordinates (Å):
O -0.923 -1.648 -4.581  -0.924
S -1.947 -2.294 -3.793  2.377
O -1.734 -3.289 -2.870  -0.943
O -2.731 -1.094 -2.956  -0.694
C -1.953 -0.583 -1.913  -0.096
C -2.667 0.690 -1.378  -0.576
C -3.246 -3.020 -4.744  -0.846
H -0.946 -0.470 -1.955  0.178
H -1.877 -1.291 -1.087  0.185
H -2.555 1.349 -1.995  0.184
H -1.996 1.025 -0.639  0.204
H -3.632 0.568 -0.976  0.220
H -3.278 -2.529 -5.568  0.231
H -3.970 -3.290 -4.177  0.241
H -2.881 -3.977 -5.298  0.259
O -1.138 3.826 4.380  -0.916
S -0.641 2.599 5.113  2.314
O -1.165 1.280 5.041  -0.905
O 0.820 2.190 4.419  -0.727
C 0.862 2.162 2.985  -0.049
C 2.351 1.882 2.276  -0.629
C -0.446 3.130 6.736  -0.916
H 0.656 3.035 2.493  0.180
H 0.264 1.445 2.744  0.163
H 2.345 1.699 0.956  0.228
H 2.511 0.955 2.760  0.208
H 3.039 2.791 2.532  0.220
H -0.215 2.261 7.391  0.262
H -1.466 3.566 7.179  0.295
H 0.377 3.834 6.726  0.267
C 2.607 0.481 -3.808  -0.093
C 2.029 1.597 -3.017  -0.101
O 2.584 1.324 -1.720  -0.497
C 3.006 0.062 -1.577  0.977
O 3.626 -0.348 -0.662  -0.566
O 2.850 -0.558 -2.794  -0.498
H 3.397 0.806 -4.337  0.175
H 2.102 0.138 -4.663  0.213
H 1.005 1.774 -3.106  0.199
H 2.582 2.340 -3.560  0.197
C 0.462 -2.995 0.163  -0.077
C 1.124 -2.063 1.366  -0.078
O 0.053 -1.965 2.161  -0.455
C -1.039 -2.347 1.587  0.956
O -2.157 -2.190 2.055  -0.586
O -0.877 -3.084 0.474  -0.465
H 0.918 -3.863 0.115  0.174
H 0.508 -2.385 -0.776  0.172
H 1.398 -1.083 0.844  0.161
H 2.005 -2.442 1.455  0.197

Summary:
- electronic energy (eV) = -59063.710
- SMILES = CCOS(C)(=O)=O.CCOS(C)(=O)=O.O=C1OCCO1.O=C1OCCO1
- HOMO (eV) = -10.40

The ion C3H8N5S with charge +1 at a distorted geometry, computed with ωB97M-V with the def2-TZVPD basis set.

Last column: natural (NBO) charge in e.
Cartesian coordinates (Å):
C 1.720 0.763 0.075  0.641
C 1.120 1.784 -0.731  -0.688
C 0.408 -2.038 -0.212  -0.454
N 2.287 0.365 1.000  -0.502
N -1.868 -0.537 0.055  -0.084
N 0.287 -0.622 -0.654  -0.321
N -0.767 -0.044 -0.284  0.082
N -2.744 0.471 0.261  -0.652
S -0.649 1.891 -0.179  0.388
H 1.407 2.804 -0.396  0.308
H 1.134 1.610 -1.834  0.314
H 1.333 -2.412 -0.524  0.227
H 0.595 -1.987 0.918  0.186
H -0.558 -2.610 -0.419  0.258
H 2.561 -0.504 1.504  0.480
H -3.776 0.152 0.206  0.429
H -2.492 0.916 1.215  0.386

Summary:
- electronic energy (eV) = -21513.931
- charge = +1
- HOMO (eV) = -12.70

A structure of composition C28H28InN7O6PS, computed with ωB97M-V with the def2-TZVPD basis set.

Last column: Löwdin charge in e.
Cartesian coordinates (Å):
In -0.263 -0.559 0.180  0.845
N 1.589 -1.987 0.218  0.060
C 1.839 -2.408 -1.168  -0.278
C 2.879 -3.525 -1.369  -0.133
C 4.274 -3.375 -0.745  -0.179
C 5.302 -2.453 -1.422  -0.169
N 4.938 -1.059 -1.569  0.093
C 4.585 -0.290 -0.550  -0.458
N 4.861 -0.664 0.693  0.220
N 3.970 0.876 -0.767  0.230
C 0.463 -2.829 -1.761  -0.620
O 0.453 -3.603 -2.706  0.046
O -0.554 -2.317 -1.170  -0.104
H 2.367 -1.537 0.695  0.056
H 1.292 -2.766 0.799  0.124
H 2.140 -1.508 -1.713  0.122
H 2.958 -3.694 -2.445  0.122
H 2.442 -4.440 -0.960  0.124
H 4.744 -4.363 -0.749  0.113
H 4.166 -3.119 0.313  0.092
H 5.497 -2.814 -2.431  0.130
H 6.253 -2.522 -0.883  0.117
H 4.719 -0.721 -2.503  0.123
H 5.313 -1.551 0.826  0.101
H 4.284 -0.337 1.482  0.090
H 3.654 1.055 -1.708  0.112
H 3.352 1.209 -0.023  0.108
O 2.721 -0.182 2.513  -0.399
S 1.397 0.455 2.337  0.286
O 1.186 1.555 3.237  -0.327
O 1.315 0.900 0.862  -0.462
O 0.323 -0.592 2.405  -0.405
C -0.952 4.515 -2.547  -0.096
C -0.207 4.694 -1.390  -0.091
C -0.548 4.009 -0.236  -0.101
C -1.650 3.153 -0.213  -0.390
C -2.390 2.977 -1.379  -0.094
C -2.041 3.653 -2.541  -0.087
P -1.947 2.291 1.375  1.118
C -3.144 3.447 2.148  -0.379
C -3.883 4.405 1.458  -0.087
C -4.775 5.229 2.131  -0.093
C -4.942 5.102 3.503  -0.106
C -4.206 4.155 4.202  -0.095
C -3.306 3.341 3.530  -0.101
C -3.025 0.888 0.899  -0.400
C -4.411 0.926 1.036  -0.097
C -5.188 -0.167 0.682  -0.098
C -4.585 -1.301 0.172  -0.096
C -3.204 -1.349 0.027  -0.121
C -2.395 -0.275 0.402  -0.211
H -0.674 5.023 -3.458  0.097
H 0.652 5.354 -1.394  0.097
H 0.055 4.114 0.659  0.106
H -3.232 2.296 -1.384  0.108
H -2.608 3.495 -3.450  0.102
H -3.757 4.509 0.386  0.099
H -5.341 5.972 1.582  0.097
H -5.638 5.745 4.028  0.094
H -4.323 4.058 5.274  0.097
H -2.711 2.618 4.076  0.106
H -4.889 1.817 1.428  0.094
H -6.265 -0.126 0.803  0.095
H -5.187 -2.156 -0.115  0.097
H -2.746 -2.235 -0.395  0.081
N 0.229 0.448 -1.866  0.189
C 0.537 0.585 -2.974  -0.138
C 0.992 0.731 -4.294  -0.274
C 2.294 0.276 -4.534  -0.262
N 3.375 -0.121 -4.642  0.103
C 0.203 1.294 -5.320  -0.254
N -0.430 1.750 -6.170  0.112

Summary:
- electronic energy (eV) = -77509.287
- charge = -1
- HOMO (eV) = -5.61

A cluster of 2 separate species, C2H4N2O in total at a distorted geometry, computed with ωB97M-V with the def2-TZVPD basis set.

Last column: natural (NBO) charge in e.
Cartesian coordinates (Å):
C -0.900 1.223 2.170  0.853
C -0.454 -0.640 -0.616  -0.053
N 0.161 1.329 1.604  -0.755
N 0.413 0.161 -0.267  -0.591
O -1.923 0.951 2.668  -0.521
H -0.615 -1.792 -0.467  0.141
H -1.284 -0.169 -1.187  0.145
H 0.855 2.112 1.536  0.443
H 1.275 -0.230 -0.081  0.338

Summary:
- electronic energy (eV) = -7164.446
- SMILES = N=C=O.C=N
- HOMO (eV) = -9.35

An isolated molecule of C5H8O at a distorted geometry, computed with ωB97M-V with the def2-TZVPD basis set.

Last column: natural (NBO) charge in e.
Cartesian coordinates (Å):
C 1.825 -0.107 -0.556  -0.643
C 0.362 -0.243 -0.029  0.280
C -0.681 0.661 -0.707  -0.458
C -1.169 0.428 0.700  0.041
C -1.032 -1.073 0.724  -0.359
O 0.200 0.501 1.234  -0.558
H 2.116 0.952 -0.372  0.234
H 1.954 -0.265 -1.639  0.219
H 2.546 -0.720 -0.018  0.222
H -0.351 1.694 -0.878  0.210
H -1.291 0.296 -1.538  0.204
H -1.896 1.042 1.228  0.194
H -1.119 -1.375 1.803  0.221
H -1.462 -1.792 0.049  0.194

Summary:
- electronic energy (eV) = -7358.046
- HOMO (eV) = -8.96

A cluster of 3 separate species, C15H19N6O3 in total at a distorted geometry, computed with ωB97M-V with the def2-TZVPD basis set.

Last column: natural (NBO) charge in e.
Cartesian coordinates (Å):
C -0.163 1.172 6.332  -0.734
C -0.768 0.248 5.291  0.691
O -0.364 -0.874 5.151  -0.470
N -1.883 0.731 4.406  -0.304
C -3.030 -0.180 4.445  -0.452
N -1.305 0.801 3.105  0.076
C -0.425 1.767 2.921  0.064
C 0.199 1.857 1.687  -0.187
C -0.146 0.939 0.723  0.295
O 0.410 0.965 -0.512  -0.433
N 1.421 -0.091 -0.742  0.446
O 2.028 -0.321 0.204  -0.168
C -1.120 -0.008 1.064  0.019
N -1.695 -0.078 2.234  -0.131
H -0.603 2.173 6.289  0.236
H -0.274 0.718 7.319  0.282
H 0.907 1.292 6.131  0.262
H -3.817 0.109 3.749  0.242
H -2.759 -1.237 4.359  0.231
H -3.466 -0.064 5.445  0.242
H -0.179 2.477 3.700  0.270
H 0.943 2.627 1.513  0.274
H -1.415 -0.734 0.308  0.249
N 2.824 1.050 -3.254  -0.515
C 2.387 1.877 -4.258  -0.086
C 2.974 1.466 -5.423  -0.282
C 3.793 0.346 -5.115  -0.295
C 3.678 0.111 -3.772  -0.085
H 2.559 1.122 -2.292  0.384
H 1.700 2.681 -4.054  0.210
H 2.832 1.916 -6.391  0.229
H 4.397 -0.222 -5.803  0.231
H 4.129 -0.637 -3.141  0.211
N -0.945 -1.544 -2.544  -0.522
C -0.466 -1.961 -3.758  -0.069
C -1.242 -3.007 -4.176  -0.295
C -2.232 -3.230 -3.181  -0.274
C -2.026 -2.312 -2.189  -0.103
H -0.565 -0.793 -2.003  0.389
H 0.383 -1.478 -4.215  0.224
H -1.116 -3.554 -5.095  0.233
H -3.006 -3.978 -3.195  0.228
H -2.554 -2.139 -1.264  0.190

Summary:
- electronic energy (eV) = -30933.343
- charge = +1
- HOMO (eV) = -10.31

A structure of composition C9H20F3Na3O7S at a distorted geometry, computed with ωB97M-V with the def2-TZVPD basis set.

Last column: natural (NBO) charge in e.
Cartesian coordinates (Å):
Na -23.210 10.154 -7.293  0.966
Na -20.277 11.187 -11.561  0.995
Na -17.361 11.078 -6.999  0.978
C -19.514 7.131 -8.838  0.795
F -18.230 7.014 -9.223  -0.299
F -20.319 6.735 -9.810  -0.302
F -19.825 6.470 -7.755  -0.281
S -19.934 9.027 -8.552  2.310
O -19.795 9.730 -9.813  -1.086
O -21.285 9.152 -8.020  -1.054
O -19.005 9.440 -7.524  -1.056
C -16.180 8.790 -4.668  -0.255
O -15.848 9.331 -5.956  -0.613
C -15.052 8.523 -6.811  -0.075
C -15.625 7.176 -7.144  -0.112
O -15.502 6.398 -5.952  -0.543
C -16.271 5.197 -6.041  -0.264
H -15.325 8.392 -4.121  0.205
H -16.861 7.953 -4.824  0.188
H -16.664 9.563 -4.073  0.179
H -14.025 8.457 -6.453  0.209
H -15.065 9.131 -7.715  0.170
H -15.008 6.731 -7.925  0.192
H -16.632 7.084 -7.550  0.177
H -17.315 5.496 -5.946  0.154
H -15.981 4.571 -5.197  0.214
H -16.319 4.594 -6.947  0.184
C -26.402 10.021 -8.758  -0.261
O -25.386 9.290 -8.249  -0.591
C -25.871 7.924 -7.961  -0.090
C -24.767 6.835 -7.667  -0.082
O -23.806 7.410 -6.766  -0.581
C -23.140 6.505 -5.917  -0.247
H -27.025 9.575 -9.533  0.189
H -26.112 11.011 -9.110  0.186
H -27.132 10.156 -7.961  0.173
H -26.477 7.459 -8.739  0.197
H -26.578 8.029 -7.138  0.188
H -24.271 6.612 -8.612  0.181
H -25.296 5.969 -7.270  0.207
H -22.543 7.160 -5.281  0.188
H -22.504 5.885 -6.549  0.174
H -23.732 5.882 -5.247  0.191

Summary:
- electronic energy (eV) = -56214.190
- charge = +2
- HOMO (eV) = -13.86